Entry 1:
Molecular formula: C35H42Br4CaN6O3S2
Method: DFT, the ωB97M-V functional and the def2-TZVPD basis

Values from the calculation:
2S+1: 1
Gap between HOMO and LUMO (alpha / beta) (eV): 7.137 / 4.215

XYZ file:
```
93
Properties=species:S:1:pos:R:3:forces:R:3
C 4.81962 1.76371 5.43878 -0.1 -1.1 -0.1
H 1.10371 1.97663 -2.84211 0.6 1.0 0.5
N 0.97189 -2.33621 -1.86930 -0.4 0.0 0.0
C 1.64832 6.51942 -4.34988 0.2 0.2 0.5
C -6.91114 -1.23264 1.65984 2.0 0.6 0.0
C 1.76035 2.72941 -2.32479 -0.5 -0.9 1.6
C 0.38002 1.90922 -0.33731 -0.3 -0.5 0.6
C 2.02758 -1.86148 1.01856 -0.8 1.1 -1.0
H -0.47353 6.22464 -4.32348 -0.6 0.2 -0.3
C -4.39083 -1.21944 1.34997 -1.2 -2.0 -1.6
H -0.30318 3.99772 -3.23157 -0.1 0.2 0.0
H -0.95303 -4.01705 2.91784 0.3 0.1 -0.1
Br -8.82013 -2.10460 -0.29326 0.6 0.4 0.0
C 0.21219 1.80897 1.11132 0.7 0.0 -1.0
C 1.81464 4.05968 -2.98718 -0.9 1.9 -1.3
C 2.41705 -2.30533 -1.57896 0.4 -0.1 0.1
C -2.33278 -4.07557 -2.15459 -0.1 -0.4 0.0
H 4.75740 3.93332 5.76889 -0.1 -0.9 -0.2
H -0.48413 -5.50924 2.12777 -0.3 -0.8 0.2
C 0.68329 -3.93247 1.46752 1.0 1.7 -0.1
H 0.19684 1.85669 3.66211 0.7 0.0 0.1
C -0.85361 -2.75955 -3.60544 0.0 1.6 -0.1
C 2.83659 -2.55116 -0.10435 -0.7 -1.8 0.6
H 1.57536 7.49623 -4.80655 0.1 0.0 -0.2
C -4.64697 -1.31600 -0.09633 1.1 -0.2 -1.1
H 1.16848 -2.06457 -3.96469 -0.3 -0.8 0.1
H -2.57963 -4.03503 1.48425 -0.1 0.1 0.1
N -1.72300 -4.20698 0.97770 0.1 -0.5 0.1
S -0.50596 0.84654 -1.38115 0.1 -0.1 -0.2
C 2.36107 2.28264 4.02897 1.1 -0.9 0.5
H 2.64439 4.38421 -0.43922 -0.5 0.3 -0.3
H -1.09364 -3.57819 -4.27630 0.0 -0.2 -0.2
H 2.91588 -1.36054 -1.87459 -0.5 -0.2 -0.2
H 4.54337 -0.23709 4.71116 0.0 -0.3 0.1
H 0.77157 3.50067 3.77707 -0.8 1.1 0.2
H -1.43068 -6.05388 -1.90736 0.1 0.9 0.3
H 3.80740 6.60098 -4.18970 -0.6 -0.3 0.3
H 0.43966 -1.96983 2.31260 0.1 -0.8 -1.2
C 2.88993 6.03983 -3.94264 0.2 -0.3 0.0
H -3.00147 -5.55534 -0.04218 0.3 0.1 0.0
H 3.86636 -2.20570 -0.00561 0.0 0.0 0.0
H 2.76952 2.31050 -2.24581 0.0 -0.1 0.0
H 2.65149 -1.75819 1.92966 -0.3 -0.1 -0.5
H 0.94685 -4.28539 0.43948 -0.6 0.1 0.8
O -6.20616 7.83003 -1.35738 1.5 -0.1 -0.9
H 2.91509 -3.10306 -2.16377 -0.3 0.4 0.1
Br -6.32702 -1.59350 -2.43803 0.5 -0.1 0.2
C -1.38617 -5.05671 -1.38644 -0.9 -1.2 -0.4
C -1.92281 -5.35305 0.06061 0.2 0.8 -1.1
N -1.75897 -2.74600 -2.45259 -0.1 -0.8 0.2
C 4.11110 0.74732 4.75562 0.6 0.6 0.0
C 4.28449 3.03008 5.32656 1.4 1.3 1.3
Br -5.16216 -0.25020 3.75896 -0.3 -0.1 0.7
H -3.23545 -3.88013 -1.54776 0.3 -0.2 -0.2
H -0.33959 -4.73346 -1.48559 -0.3 0.1 0.5
S -0.88893 0.68063 1.75028 0.1 -0.2 0.6
C -6.02162 -1.42156 -0.56688 0.7 -0.1 -1.0
C 2.15125 3.53786 0.03361 0.3 -0.4 -0.2
H 2.50503 0.23199 3.44004 -0.3 -0.4 -0.1
C -5.60718 -1.00208 2.10454 0.0 0.2 0.7
H 5.74589 1.54624 6.03530 -1.1 0.3 -0.8
Br -8.34441 -0.99441 2.83080 -0.1 0.0 0.0
H 1.08323 -3.78910 -3.36552 -0.2 0.5 -0.2
N 1.03150 2.61959 1.89865 -0.4 -0.3 1.1
C 0.56770 4.61619 -3.42653 0.9 -1.5 0.9
N 0.66064 -2.41592 1.38385 0.8 -0.6 0.3
H 0.57750 -1.39244 -1.71299 0.4 -0.3 -0.3
C 2.93973 1.00827 4.03756 0.5 0.5 0.3
C 3.10941 3.27565 4.69151 -2.0 0.1 -1.4
C -7.09696 -1.49757 0.26093 -0.5 -0.3 0.9
C 0.47305 5.82122 -4.06072 1.1 0.1 0.0
H 2.87970 -3.67147 0.10220 0.0 1.3 -0.3
H 0.43559 4.43604 1.08577 0.8 0.1 -0.1
H 3.92270 4.40890 -2.91851 0.3 0.1 -0.1
C 0.64959 -2.77271 -3.27117 1.0 0.5 0.9
H 1.55773 -4.21889 2.09255 -0.7 -0.3 0.0
H -2.56087 -2.15751 -2.65335 0.1 0.2 0.0
C -5.24567 7.74025 -1.96220 -1.5 0.1 0.9
O -3.26752 -1.64863 1.71609 -0.3 1.0 0.8
C 1.02242 2.53987 3.39572 -0.3 0.0 -1.3
H 2.74105 4.29686 4.64795 0.0 0.0 0.1
N 1.23042 2.83878 -0.88324 1.0 0.5 -1.0
H 1.80903 -0.85319 0.57152 0.2 -0.4 1.0
H -1.48956 -6.26111 0.48124 0.2 0.0 -0.1
Ca -1.40468 -1.82169 -0.02011 0.0 1.0 0.1
C -0.65231 -4.46215 1.96310 0.4 0.7 -0.3
H -2.68319 -4.57817 -3.09420 0.2 0.4 0.6
H -1.05886 -1.81169 -4.16375 0.2 -0.7 0.4
O -3.59373 -1.46387 -0.82109 -1.9 0.2 0.2
C 2.98108 4.81573 -3.25193 -1.3 -0.5 0.0
C 1.39762 3.91304 1.30495 -0.9 -1.6 -0.7
H 3.00966 2.85549 0.25049 -0.6 0.3 0.3
H 1.98456 4.45069 2.01420 0.5 0.5 0.3
```
Forces are in eV/Å.



Entry 2:
Molecular formula: C35H42BrCsN4O2P2S3
Method: DFT, the ωB97M-V functional and the def2-TZVPD basis

Values from the calculation:
2S+1: 1
Gap between HOMO and LUMO (eV): 3.994
Total charge: -2

XYZ file:
```
90
Properties=species:S:1:pos:R:3:forces:R:3
C 1.66351 0.96479 7.79982 0.0 0.0 0.0
C -0.75318 -3.13604 2.37244 0.0 0.0 0.0
P -1.85308 -0.56177 2.27749 0.2 -0.4 0.4
S -4.82175 4.83659 2.91177 0.0 0.0 0.1
H -0.07231 -5.17867 -5.90879 0.0 0.0 0.0
C -2.08697 -2.41709 2.56249 0.0 0.0 0.0
C 2.59999 5.35720 -6.93137 0.0 0.0 0.0
C 0.82242 3.90914 -7.62316 0.0 0.0 0.1
H -0.08705 0.02134 -4.31430 0.0 0.0 0.0
Cs -2.20551 1.43528 -0.35811 -1.0 -0.1 -0.1
N 1.68358 0.48922 4.19606 -0.1 0.0 0.0
H 2.54616 5.99358 -4.88355 0.0 0.0 0.0
H -3.40347 -0.18220 4.15632 0.0 0.0 0.0
H 2.33333 1.25133 8.60173 0.0 0.0 0.0
H -2.65228 -2.65706 0.46929 0.0 0.0 0.0
O 0.36834 -2.70609 -2.16438 -0.2 -0.1 -0.2
H 2.12000 -2.58787 0.58655 0.0 0.0 0.0
Br -0.85422 4.16231 -1.53054 0.2 0.4 -0.2
C 0.31452 0.66368 8.09652 0.0 0.0 0.0
C 4.11908 -0.67491 0.59726 0.0 0.0 0.0
H 4.80968 -1.66283 2.97373 0.0 0.0 0.0
C -1.18542 -2.09647 -3.86494 0.0 0.0 0.0
C -2.65825 -2.78186 3.93175 0.0 0.0 0.0
C 1.98639 4.60175 -7.92203 0.0 0.0 0.0
H 3.60790 -0.66236 -0.36828 0.1 0.0 0.0
H 2.40687 4.56072 -8.91920 0.0 0.0 0.0
C 1.24097 0.54110 5.47415 -0.1 -0.1 0.0
C 0.90563 4.68974 -5.32825 0.0 0.0 -0.1
H 3.50598 5.90838 -7.15345 0.0 0.0 0.0
H -0.03189 0.72575 9.12058 0.0 0.0 0.0
C 2.65526 -2.46675 1.52848 0.0 0.0 0.0
H 4.91904 -1.42039 0.53788 0.0 0.0 0.0
C 3.16280 -1.04066 1.74459 0.0 0.0 -0.1
N -0.64764 0.20133 -3.48847 0.0 -0.1 0.0
C 0.19770 -4.06314 -4.11153 0.0 0.0 -0.1
H -3.67618 -2.40756 4.05334 0.0 0.0 0.0
C 0.28430 3.95688 -6.34400 0.0 0.0 0.0
P 1.83639 0.31527 1.65161 0.0 0.0 0.0
H 2.00005 -2.77964 2.34027 0.0 0.0 0.0
H -0.64054 3.43780 -6.12902 0.0 0.0 0.0
C 0.83246 -0.28953 0.24581 0.1 0.0 0.1
H 4.56806 0.30771 0.75864 0.0 0.0 0.0
C -3.32731 0.12289 3.11437 0.0 0.1 0.0
H 3.14684 1.14789 6.25464 0.0 0.0 0.0
N -0.95277 -0.10237 4.77832 0.0 0.0 -0.1
C -0.09540 0.24253 5.76902 0.1 0.0 -0.1
H -4.02320 -2.37319 1.55315 0.0 0.0 0.0
H -3.22469 -3.95176 1.54114 0.0 0.0 0.0
S -2.31107 3.47868 2.10488 0.1 0.2 0.1
H -0.89728 -4.21718 2.47605 0.0 0.0 0.0
C -1.75945 -2.37155 -5.09613 0.0 0.0 0.1
H -1.84129 -3.67783 -6.81124 0.0 0.0 0.0
H 4.31480 0.02230 3.26233 0.0 0.0 0.0
C -0.55279 0.31080 7.10167 0.0 0.0 0.1
C -1.37855 -3.47339 -5.85413 0.0 0.0 0.0
H -2.05050 -2.38003 4.74392 0.0 0.0 0.0
H 0.54392 2.12385 -4.48386 0.1 0.0 0.0
H 1.48815 -0.45233 -0.61068 0.0 0.0 0.0
C 3.95053 -0.98565 3.05283 0.0 0.0 0.0
C -1.58089 -0.86553 -3.07937 0.2 0.0 -0.1
C -3.05475 -2.87155 1.46255 0.0 0.0 0.0
H 0.13982 0.49700 -0.02961 0.2 -0.1 0.0
H -0.02510 -2.82450 3.12702 0.0 0.0 0.0
C -0.17234 -2.94651 -3.31162 0.1 0.1 0.2
H -4.21114 -0.19284 2.55725 0.0 0.0 0.0
C -0.14697 3.76547 -3.24688 -0.1 0.0 0.1
C 0.36756 4.77406 -3.95681 0.1 0.2 -0.1
H -1.59569 0.09138 7.29392 0.0 0.0 0.0
C -0.53120 -0.16650 3.54034 -0.1 0.0 0.1
C 2.12220 0.90962 6.51377 0.1 0.0 0.1
H -2.53314 -1.70273 -5.46796 0.0 0.0 0.0
H -0.33319 -2.95686 1.38132 0.0 0.0 0.0
H -3.27140 1.21476 3.05188 0.0 0.0 0.0
C -0.12560 2.37141 -3.65945 0.0 -0.1 0.0
N -0.80975 1.45187 -3.08518 0.1 0.0 -0.2
C -4.02592 3.75955 1.87862 0.0 0.1 0.0
H -2.68933 -3.87504 4.02976 0.0 0.1 0.0
H 3.34632 -1.30230 3.90355 0.0 0.0 0.0
S -4.89913 2.95457 0.61524 -0.1 0.0 0.1
C -0.38839 -4.31114 -5.33877 0.0 0.1 0.1
C 0.86300 0.13210 3.23324 0.1 0.0 0.0
H 0.96286 -4.72146 -3.71515 0.0 0.0 0.0
H -0.75952 -1.70787 -1.60603 0.2 0.0 0.1
H 0.32302 3.33150 -8.39162 0.0 0.0 0.0
H 3.51178 -3.15229 1.51241 0.0 0.0 0.0
H -2.59605 -0.54664 -3.33118 -0.1 0.0 0.0
C 2.06098 5.40575 -5.65474 0.0 0.0 0.0
H 0.27644 -1.20295 0.41743 -0.1 -0.1 0.0
H 0.42451 5.74712 -3.48303 0.0 0.0 0.0
O -1.53963 -1.08115 -1.70234 0.0 -0.2 -0.2
```
Forces are in eV/Å.